Entry w
Formula: C7H9NS
Source: OMol25
Level of theory: wB97M-V/def2-TZVPD

Cartesian coordinates (Å):
S (1.0619, -1.5057, -0.9565)
N (1.7959, -2.0694, 0.3241)
C (-1.8653, -0.6514, 0.6851)
C (2.2697, -1.1379, 1.0837)
C (-1.5789, -1.9600, -0.0444)
C (-0.6168, -2.5417, -0.7008)
C (1.3936, 0.2377, -0.5069)
C (1.9866, 0.2158, 0.7166)
C (0.9905, 1.4459, -1.3047)
H (-2.5338, -0.0818, 0.0561)
H (-0.8791, -0.2631, 0.8100)
H (2.7530, -1.4746, 1.8775)
H (0.8313, 2.2781, -0.6195)
H (-2.3177, -2.7474, 0.1162)
H (2.2115, 1.0181, 1.2542)
H (0.0791, 1.3248, -1.7221)
H (-2.2850, -0.9398, 1.6520)
H (1.8389, 1.6686, -1.9352)

Properties
Charge: 0
E_LUMO in eV: -0.1
E_HOMO in Eh: -0.306
Gap between HOMO and LUMO in eV: 8.241



Entry x
Formula: C7H9NS
Source: OMol25
Level of theory: wB97M-V/def2-TZVPD

Cartesian coordinates (Å):
S (-1.5980, 1.8498, -2.4229)
N (-0.5895, 0.1626, -0.8830)
C (1.4046, 0.7300, 0.3518)
C (-1.2270, -0.5942, -1.8253)
C (2.0801, 0.7253, 1.6484)
C (0.3469, -0.2984, 0.1489)
C (-1.8179, 0.1563, -2.7812)
C (-0.7111, 1.5130, -1.0127)
C (-0.4101, -0.6548, 1.4212)
H (-1.2250, -0.1102, 1.8364)
H (-1.1903, -1.7882, -1.8003)
H (2.4908, 1.7266, 1.9202)
H (1.5395, 0.2523, 2.4647)
H (0.3193, -0.8207, 2.3073)
H (3.0051, 0.1221, 1.3100)
H (-0.9327, -1.6135, 1.2004)
H (0.9765, -1.1615, -0.3430)
H (-2.4613, -0.1962, -3.5408)

Properties
Charge: 0
E_LUMO (alpha / beta) in eV: 0.2 / 0.2
E_HOMO (alpha / beta) in Eh: -0.280 / -0.280
Gap between HOMO and LUMO (alpha / beta) in eV: 7.866 / 7.865



Result of the stability comparison: entry x is the least stable of them.



Entry w
Formula: CH4FIP2
Source: OMol25
Level of theory: wB97M-V/def2-TZVPD

Cartesian coordinates (Å):
I (-2.1457, -1.3627, 1.0696)
P (-0.2510, 1.6790, 0.3127)
P (-0.2583, -0.1111, -0.9453)
F (0.7468, -0.8861, 1.4080)
C (-0.0424, -1.2900, 0.4310)
H (0.3088, -2.2537, 0.2265)
H (-1.3992, 2.2550, -0.4252)
H (2.1680, -0.2777, -1.6044)
H (0.8728, 2.2473, -0.4728)

Properties
Charge: 0
E_LUMO (alpha / beta) in eV: -1.2 / -0.9
E_HOMO (alpha / beta) in Eh: -0.344 / -0.309
Gap between HOMO and LUMO (alpha / beta) in eV: 8.126 / 7.530



Entry x
Formula: CH4FIP2
Source: OMol25
Level of theory: wB97M-V/def2-TZVPD

Cartesian coordinates (Å):
I (-0.0437, -1.7139, -2.6004)
P (0.4559, 1.2780, 1.6326)
P (0.0304, 0.9220, -0.4972)
F (-1.5424, -1.5040, -0.1207)
C (-0.2775, -1.3869, -0.4636)
H (0.4817, 2.6319, 1.3671)
H (-0.9058, 1.0824, 1.5848)
H (1.3541, 0.6468, -1.0284)
H (0.4472, -1.9563, 0.1258)

Properties
Charge: 0
E_LUMO in eV: 0.0
E_HOMO in Eh: -0.331
Gap between HOMO and LUMO in eV: 8.990



Result of the stability comparison: entry w is the least stable of them.



Entry w
Formula: C6H17N2
Source: OMol25
Level of theory: wB97M-V/def2-TZVPD

Cartesian coordinates (Å):
N (2.2289, -0.3778, 1.1019)
N (1.3174, -2.7624, -1.7143)
C (-1.5506, -0.0125, 1.7118)
C (-1.5919, 1.2811, 0.8606)
C (-1.1536, 1.0810, -0.5723)
C (2.0115, -1.6320, 0.3522)
C (-1.1982, 2.2543, -1.5495)
C (1.5570, -1.6523, -0.9383)
H (1.3180, -0.6772, -1.3819)
H (1.2430, -0.0371, 1.5073)
H (-1.9384, 0.0519, 2.7425)
H (-2.1101, 2.8105, -1.3380)
H (0.6311, -2.6014, -2.5088)
H (2.9169, -0.4706, 1.8883)
H (1.2300, -3.6456, -1.2606)
H (-2.6415, 1.6228, 0.7928)
H (-0.5142, -0.2456, 1.8916)
H (-0.4699, 3.0241, -1.2396)
H (2.5466, 0.4147, 0.4673)
H (-0.1988, 0.5798, -0.5678)
H (-0.9220, 2.0395, 1.3274)
H (2.1773, -2.5428, 0.9286)
H (-1.1146, 2.0171, -2.6091)
H (-1.9521, -0.8138, 1.0552)
H (-1.8217, 0.2944, -0.9473)

Properties
Charge: 0
E_LUMO (alpha / beta) in eV: 0.7 / 0.6
E_HOMO (alpha / beta) in Eh: -0.131 / -0.330
Spin multiplicity: 2
Gap between HOMO and LUMO (alpha / beta) in eV: 4.210 / 9.619



Entry x
Formula: C6H17N2
Source: OMol25
Level of theory: wB97M-V/def2-TZVPD

Cartesian coordinates (Å):
N (2.9512, -1.6417, 0.1512)
N (-2.1065, 2.0774, -0.5726)
C (1.1163, -3.3450, -0.0763)
C (1.4643, -1.8893, -0.1473)
C (-0.8678, 1.7601, 0.1420)
C (-3.2668, 1.3094, -0.0669)
C (0.6349, -1.0157, 0.7593)
C (0.2619, 2.6345, -0.4244)
H (-0.3369, -1.3471, 1.0984)
H (3.1407, -2.1549, 1.0235)
H (0.1989, 3.6796, -0.1115)
H (-1.0176, 1.9299, 1.2144)
H (-3.0249, 0.2587, -0.1778)
H (0.0358, -3.4479, 0.1314)
H (-4.0890, 1.6610, -0.6911)
H (-2.3100, 3.0682, -0.5399)
H (-0.7035, 0.7303, -0.1943)
H (1.5524, -1.5982, -1.2076)
H (-3.5196, 1.5660, 0.9681)
H (1.2012, -0.6380, 1.6012)
H (2.9465, -0.7331, 0.6058)
H (1.4832, -3.9138, 0.7905)
H (1.2866, 2.2767, -0.3245)
H (1.1811, -3.9136, -1.0005)
H (-0.0350, 2.6521, -1.4782)

Properties
Charge: 0
E_LUMO (alpha / beta) in eV: 1.0 / -0.1
E_HOMO (alpha / beta) in Eh: -0.317 / -0.321
Spin multiplicity: 2
Gap between HOMO and LUMO (alpha / beta) in eV: 9.644 / 8.656



Result of the stability comparison: entry w is the least stable of them.